Entry 1:
Molecular formula: CI2S
Method: DFT, the ωB97M-V functional and the def2-TZVPD basis

Last column: Mulliken charge in e.
Cartesian coordinates (Å):
C1 -1.95 0.57 0.89  0.061
S1 -3.44 0.52 0.55  -0.058
I1 1.63 -1.08 -1.22  0.007
I2 3.77 0.00 -0.21  -0.011

Summary:
ΔE to the lowest compared entry with this formula, charge and spin = 0.869 eV
LUMO energy = -1.360 eV
Multiplicity = 1
Frontier orbital gap = 7.87 eV
F_max = 0.76 eV/Å


Entry 2:
Molecular formula: C4H10O2
Method: DFT, the ωB97M-V functional and the def2-TZVPD basis

Last column: Mulliken charge in e.
Cartesian coordinates (Å):
C1 -1.31 -1.02 -0.35  -1.610
C2 -0.24 -0.10 0.23  1.428
C3 -0.64 1.38 0.15  -1.514
O1 -0.08 -0.49 1.59  -0.611
C4 1.09 -0.34 -0.49  -0.761
O2 2.07 0.43 0.19  -0.523
H1 -1.04 -2.06 -0.16  0.388
H2 -2.27 -0.82 0.13  0.378
H3 -1.43 -0.87 -1.43  0.350
H4 -0.47 1.79 -0.85  0.307
H5 -1.70 1.50 0.40  0.400
H6 -0.05 1.96 0.86  0.327
H7 0.76 -0.08 1.87  0.410
H8 1.33 -1.41 -0.45  0.378
H9 1.01 -0.04 -1.55  0.342
H10 2.94 0.17 -0.12  0.310

Summary:
ΔE to the lowest compared entry with this formula, charge and spin = 0.475 eV
LUMO energy = 0.734 eV
Structure (SMILES) = CC(C)(O)CO
Multiplicity = 1
Frontier orbital gap = 10.84 eV
F_max = 0.36 eV/Å


Entry 3:
Molecular formula: C18H48FO6Zn
Method: DFT, the ωB97M-V functional and the def2-TZVPD basis

Last column: Mulliken charge in e.
Cartesian coordinates (Å):
Zn1 -0.66 -1.02 0.28  -0.708
F1 0.62 0.15 -0.66  -0.535
C1 -0.23 -3.83 -3.13  -1.518
C2 -0.18 -2.46 -2.46  0.954
C3 -0.84 -1.40 -3.31  -1.148
O1 -0.87 -2.52 -1.15  -0.260
H1 -0.05 -4.66 -2.44  0.438
H2 0.52 -3.83 -3.92  0.406
H3 -1.20 -4.01 -3.60  0.386
H4 0.86 -2.20 -2.25  0.011
H5 -0.40 -1.38 -4.31  0.522
H6 -0.73 -0.40 -2.89  0.026
H7 -1.91 -1.58 -3.41  0.271
H8 -1.08 -3.45 -0.98  0.228
C4 -1.95 4.38 -2.25  -1.464
C5 -0.73 3.58 -1.86  0.691
C6 0.00 4.13 -0.64  -1.094
O2 -1.17 2.21 -1.64  -0.608
H9 -2.74 4.24 -1.49  0.302
H10 -2.35 4.06 -3.21  0.351
H11 -1.75 5.45 -2.29  0.426
H12 -0.03 3.56 -2.70  0.207
H13 0.94 3.61 -0.50  0.226
H14 -0.62 4.04 0.25  0.103
H15 0.17 5.21 -0.74  0.491
H16 -0.37 1.67 -1.42  -0.202
C7 4.78 0.68 -0.75  -1.390
C8 4.26 -0.09 0.44  0.302
C9 3.83 0.85 1.57  -0.868
O3 3.12 -0.88 0.02  -0.582
H17 4.14 1.54 -0.99  0.268
H18 4.79 0.04 -1.63  0.333
H19 5.78 1.06 -0.56  0.445
H20 5.01 -0.78 0.80  0.415
H21 3.49 0.27 2.42  0.165
H22 3.10 1.56 1.20  0.030
H23 4.68 1.44 1.93  0.507
H24 2.41 -0.28 -0.28  0.066
C10 -1.36 2.44 2.39  -1.358
C11 -0.21 1.44 2.38  1.137
C12 0.43 1.29 3.74  -1.462
O4 -0.73 0.13 1.97  0.395
H25 -1.80 2.54 1.40  0.133
H26 -1.02 3.44 2.69  0.449
H27 -2.13 2.13 3.10  0.427
H28 0.51 1.72 1.61  -0.216
H29 -0.35 1.06 4.48  0.395
H30 0.88 2.23 4.07  0.394
H31 1.18 0.51 3.76  0.253
H32 -1.44 -0.08 2.58  0.239
C13 -4.27 0.06 0.72  -1.203
C14 -3.68 -0.29 -0.63  0.542
C15 -4.28 0.54 -1.75  -1.405
O5 -2.24 0.00 -0.58  0.837
H33 -5.34 -0.12 0.78  0.461
H34 -4.11 1.11 0.97  0.237
H35 -3.81 -0.54 1.51  0.195
H36 -3.76 -1.35 -0.84  0.306
H37 -5.36 0.34 -1.81  0.458
H38 -3.87 0.27 -2.72  0.291
H39 -4.15 1.60 -1.58  0.302
H40 -2.07 0.92 -0.90  0.113
C16 1.76 -4.32 0.87  -1.179
C17 1.16 -3.29 1.79  0.489
C18 2.02 -2.97 2.99  -1.187
O6 0.95 -2.06 1.04  0.444
H41 2.78 -4.01 0.61  0.297
H42 1.16 -4.36 -0.04  0.117
H43 1.81 -5.31 1.31  0.455
H44 0.15 -3.57 2.11  0.402
H45 2.30 -3.88 3.53  0.445
H46 1.49 -2.34 3.70  0.241
H47 2.96 -2.51 2.68  0.190
H48 1.81 -1.73 0.66  0.168

Summary:
Charge = +1
ΔE to the lowest compared entry with this formula, charge and spin = 0.000 eV
LUMO energy = -2.767 eV
Multiplicity = 1
Frontier orbital gap = 10.05 eV
F_max = 1.68 eV/Å


Entry 4:
Molecular formula: C37H32P2ReSi
Method: DFT, the ωB97M-V functional and the def2-TZVPD basis

Last column: Mulliken charge in e.
Cartesian coordinates (Å):
Re1 -1.08 -0.37 -1.34  1.268
C1 -1.98 2.84 -2.62  -1.126
Si1 -1.02 2.00 -1.28  0.409
C2 -1.62 2.42 0.45  0.367
C3 -2.00 3.74 0.75  -0.646
C4 -2.47 4.07 2.02  -0.727
C5 -2.57 3.09 3.00  -0.879
C6 -2.21 1.78 2.71  -0.458
C7 -1.72 1.41 1.44  0.047
P1 -1.22 -0.31 1.04  1.124
C8 -2.74 -1.05 0.33  -0.722
C9 -2.62 -2.29 -0.32  0.428
C10 -3.74 -2.91 -0.89  -0.936
C11 -4.99 -2.30 -0.82  -0.567
C12 -5.12 -1.07 -0.19  -0.744
C13 -4.00 -0.44 0.38  -0.242
C14 -1.08 -1.10 2.68  0.300
C15 0.03 -0.78 3.47  -0.300
C16 0.21 -1.33 4.75  -0.788
C17 -0.74 -2.22 5.25  -0.562
C18 -1.85 -2.56 4.48  -0.778
C19 -2.02 -2.01 3.21  -0.312
C20 0.80 2.45 -1.30  0.292
C21 1.19 3.81 -1.26  -0.613
C22 2.53 4.18 -1.33  -0.753
C23 3.51 3.20 -1.46  -0.901
C24 3.14 1.85 -1.51  -0.149
C25 1.80 1.46 -1.41  0.276
P2 1.31 -0.31 -1.48  0.514
C26 2.33 -0.87 -2.90  0.502
C27 3.47 -1.69 -2.78  -0.118
C28 4.21 -2.06 -3.91  -0.766
C29 3.84 -1.61 -5.17  -0.466
C30 2.72 -0.80 -5.31  -0.788
C31 1.97 -0.43 -4.19  -0.466
C32 2.10 -1.11 -0.04  0.559
C33 1.86 -2.49 0.15  -0.403
C34 2.41 -3.18 1.24  -0.901
C35 3.21 -2.50 2.16  -0.505
C36 3.44 -1.14 2.00  -0.745
C37 2.88 -0.45 0.92  -0.385
H1 -1.91 3.93 -2.55  0.375
H2 -1.62 2.54 -3.60  0.429
H3 -3.05 2.58 -2.56  0.353
H4 -1.93 4.53 0.01  0.346
H5 -2.75 5.10 2.25  0.437
H6 -2.94 3.35 3.99  0.453
H7 -2.32 1.04 3.50  0.429
H8 -1.66 -2.79 -0.38  0.571
H9 -3.63 -3.88 -1.38  0.489
H10 -5.85 -2.78 -1.26  0.445
H11 -6.09 -0.58 -0.14  0.481
H12 -4.15 0.52 0.86  0.486
H13 0.78 -0.08 3.11  0.481
H14 1.08 -1.06 5.34  0.463
H15 -0.61 -2.65 6.24  0.422
H16 -2.59 -3.25 4.87  0.447
H17 -2.90 -2.30 2.65  0.342
H18 0.44 4.60 -1.17  0.310
H19 2.81 5.23 -1.29  0.435
H20 4.56 3.48 -1.53  0.438
H21 3.93 1.11 -1.62  0.534
H22 3.81 -2.04 -1.82  0.356
H23 5.09 -2.69 -3.79  0.430
H24 4.42 -1.89 -6.04  0.404
H25 2.42 -0.44 -6.29  0.415
H26 1.10 0.21 -4.33  0.347
H27 1.24 -3.04 -0.55  0.509
H28 2.21 -4.24 1.36  0.456
H29 3.63 -3.04 3.00  0.443
H30 4.04 -0.61 2.72  0.424
H31 3.05 0.62 0.86  0.421
H32 -2.81 -0.37 -1.34  0.286

Summary:
Charge = +2
LUMO energy (alpha / beta) = -8.118 / -7.808 eV
Multiplicity = 2
Frontier orbital gap (alpha / beta) = 5.88 / 6.17 eV
F_max = 4.81 eV/Å
⟨S²⟩ = 0.8205


Entry 5:
Molecular formula: C2H5NO2
Method: DFT, the ωB97M-V functional and the def2-TZVPD basis

Last column: Mulliken charge in e.
Cartesian coordinates (Å):
O1 4.70 1.61 0.03  -0.382
C1 3.59 1.94 -0.18  0.180
O2 2.53 1.37 0.62  -0.441
H1 3.04 2.61 -0.89  0.325
H2 2.31 0.72 -0.08  0.318
C2 -4.77 -2.69 -0.11  -0.231
N1 -5.92 -2.24 -0.36  -0.436
H3 -3.83 -1.96 -0.26  0.181
H4 -4.58 -3.77 -0.29  0.231
H5 -5.99 -1.26 -0.11  0.256

Summary:
ΔE to the lowest compared entry with this formula, charge and spin = 2.928 eV
LUMO energy = 0.656 eV
Structure (SMILES) = O=CO.C=N
Multiplicity = 1
Frontier orbital gap = 10.67 eV
F_max = 3.56 eV/Å


Entry 6:
Molecular formula: C2H3NOS2
Method: DFT, the ωB97M-V functional and the def2-TZVPD basis

Last column: Mulliken charge in e.
Cartesian coordinates (Å):
S1 -1.61 -2.14 -0.68  -0.373
C1 -0.70 -0.83 -0.20  0.300
N1 -1.20 0.32 0.22  -0.165
S2 -0.05 1.60 0.41  -0.051
C2 1.32 0.42 0.07  -0.240
O1 0.63 -0.85 -0.23  -0.311
H1 -2.22 0.54 0.22  0.292
H2 1.92 0.22 0.99  0.272
H3 1.91 0.73 -0.80  0.276

Summary:
ΔE to the lowest compared entry with this formula, charge and spin = 1.196 eV
LUMO energy = 0.134 eV
Structure (SMILES) = S=C1NSCO1
Multiplicity = 1
Frontier orbital gap = 8.56 eV
F_max = 1.79 eV/Å


Entry 7:
Molecular formula: C3HO6
Method: DFT, the ωB97M-V functional and the def2-TZVPD basis

Last column: Mulliken charge in e.
Cartesian coordinates (Å):
O1 -1.40 -0.01 -1.89  -0.708
C1 -0.89 -0.75 -1.01  0.595
O2 -0.82 -1.99 -0.96  -0.728
C2 -0.10 -0.10 0.28  0.904
O3 0.25 -0.99 1.27  -0.577
O4 -0.56 1.20 0.75  -0.492
C3 0.67 1.06 0.27  0.325
O5 1.31 1.87 -0.57  -0.332
O6 1.84 1.53 0.70  -0.335
H1 -0.30 -1.81 1.15  0.346

Summary:
Charge = -1
ΔE to the lowest compared entry with this formula, charge and spin = 5.854 eV
LUMO energy = 3.842 eV
Structure (SMILES) = O=C([O-])[C@]1(O)OC12OO2
Multiplicity = 1
Frontier orbital gap = 9.01 eV
F_max = 3.69 eV/Å


Entry 8:
Molecular formula: C18H14MoN5O2S2
Method: DFT, the ωB97M-V functional and the def2-TZVPD basis

Last column: Mulliken charge in e.
Cartesian coordinates (Å):
Mo1 0.67 -0.51 0.91  -0.630
N1 -4.77 -0.47 -0.84  -0.596
C1 -3.56 -1.15 -0.68  1.070
C2 -3.34 -2.35 -1.38  -0.695
C3 -2.11 -2.97 -1.28  -0.571
C4 -1.14 -2.42 -0.47  -0.455
C5 -1.32 -1.24 0.27  0.168
C6 -2.57 -0.62 0.13  -0.596
S1 0.52 -2.96 -0.44  1.579
O1 0.73 -4.15 -1.20  -0.743
O2 0.88 -2.99 0.99  -0.544
N2 1.24 -1.59 -0.97  -0.449
C7 2.59 -1.51 -0.66  0.432
N3 3.55 -2.14 -1.31  -0.690
C8 4.79 -1.92 -0.86  -0.083
C9 5.08 -1.11 0.22  -0.670
C10 4.01 -0.49 0.85  -0.223
N4 2.78 -0.68 0.40  -0.070
H1 -5.56 -1.07 -1.05  0.223
H2 -4.98 0.18 -0.10  0.244
H3 -4.12 -2.76 -2.01  0.287
H4 -1.88 -3.86 -1.86  0.462
H5 -0.92 -1.09 1.50  0.258
H6 -2.76 0.30 0.68  0.227
H7 5.58 -2.44 -1.39  0.392
H8 6.10 -0.97 0.57  0.356
H9 4.12 0.15 1.72  0.475
S2 2.24 -0.21 5.53  -0.505
C11 1.59 -0.26 4.04  0.233
N5 1.12 -0.29 2.97  -0.680
C12 0.23 1.13 0.50  0.359
C13 -0.24 2.41 0.06  0.650
C14 -0.09 3.55 0.86  -0.448
C15 -0.56 4.78 0.43  -0.460
C16 -1.19 4.90 -0.80  -0.357
C17 -1.35 3.78 -1.60  -0.547
C18 -0.88 2.55 -1.18  -0.359
H10 0.39 3.44 1.83  0.455
H11 -0.43 5.65 1.07  0.366
H12 -1.56 5.87 -1.13  0.363
H13 -1.85 3.87 -2.56  0.355
H14 -1.00 1.66 -1.80  0.417

Summary:
Charge = -1
ΔE to the lowest compared entry with this formula, charge and spin = 0.000 eV
LUMO energy = 2.554 eV
Multiplicity = 1
Frontier orbital gap = 6.40 eV
F_max = 0.86 eV/Å


Entry 9:
Molecular formula: C18H13ClO6S
Method: DFT, the ωB97M-V functional and the def2-TZVPD basis

Last column: Mulliken charge in e.
Cartesian coordinates (Å):
C1 -0.69 2.79 7.16  -0.825
O1 -0.15 2.52 5.87  -0.419
C2 -0.96 2.49 4.78  0.153
C3 -2.08 3.36 4.58  -0.331
C4 -2.90 3.22 3.46  -0.664
C5 -2.55 2.30 2.44  -0.795
C6 -1.36 1.55 2.54  1.184
C7 -0.98 0.69 1.46  -0.401
C8 0.15 -0.09 1.59  0.530
C9 0.58 -0.95 0.55  -0.176
O2 -0.15 -1.88 0.24  -0.530
C10 1.88 -0.74 -0.21  -0.613
S1 1.43 -0.10 -1.85  1.305
O3 2.54 0.73 -2.31  -0.708
O4 0.15 0.64 -1.70  -0.652
C11 1.22 -1.67 -2.80  -0.149
C12 0.00 -2.32 -2.87  -0.046
C13 -0.13 -3.58 -3.48  -0.758
C14 0.99 -4.15 -4.07  0.401
Cl1 0.81 -5.65 -4.94  -0.201
C15 2.22 -3.50 -4.03  -0.653
C16 2.33 -2.29 -3.35  -0.204
C17 0.93 0.04 2.81  0.460
O5 1.92 -0.66 2.86  -0.640
O6 0.58 0.90 3.80  -0.408
C18 -0.60 1.60 3.71  0.064
H1 -0.15 2.20 7.92  0.247
H2 -0.59 3.85 7.40  0.311
H3 -1.77 2.55 7.20  0.377
H4 -2.39 4.10 5.32  0.438
H5 -3.80 3.86 3.37  0.366
H6 -3.22 2.27 1.58  0.395
H7 -1.52 0.69 0.50  0.418
H8 2.57 -0.03 0.26  0.484
H9 2.37 -1.69 -0.33  0.458
H10 -0.86 -1.90 -2.36  0.402
H11 -1.11 -4.06 -3.50  0.382
H12 3.09 -3.91 -4.56  0.375
H13 3.26 -1.75 -3.35  0.422

Summary:
ΔE to the lowest compared entry with this formula, charge and spin = 0.000 eV
LUMO energy = -0.559 eV
Structure (SMILES) = COc1cccc2cc(C(=O)CS(=O)(=O)c3ccc(Cl)cc3)c(=O)oc12
Multiplicity = 1
Frontier orbital gap = 8.44 eV
F_max = 4.76 eV/Å


Entry 10:
Molecular formula: C5H10Cl3
Method: DFT, the ωB97M-V functional and the def2-TZVPD basis

Last column: Mulliken charge in e.
Cartesian coordinates (Å):
Cl1 0.23 -1.41 -3.40  -0.148
Cl2 1.50 -0.01 -1.53  -0.149
C1 -2.55 0.06 0.03  -1.476
C2 -1.15 0.22 -0.47  -0.093
C3 -0.09 0.37 0.66  -0.930
C4 1.38 0.46 0.12  1.061
C5 2.34 -0.51 0.82  -1.490
Cl3 1.97 2.14 0.16  -0.188
H1 -3.22 -0.23 -0.79  0.362
H2 -2.59 -0.74 0.76  0.347
H3 -2.91 0.99 0.46  0.355
H4 -0.94 -0.69 -1.04  0.168
H5 -1.06 1.02 -1.20  0.442
H6 -0.38 1.26 1.25  0.375
H7 -0.23 -0.51 1.32  0.266
H8 1.81 -1.44 1.09  0.361
H9 3.03 -0.88 0.05  0.412
H10 2.88 -0.12 1.69  0.327

Summary:
ΔE to the lowest compared entry with this formula, charge and spin = 0.190 eV
LUMO energy (alpha / beta) = 0.794 / -3.275 eV
Multiplicity = 2
Frontier orbital gap (alpha / beta) = 11.42 / 7.52 eV
F_max = 2.51 eV/Å
⟨S²⟩ = 0.7533


Entry 11:
Molecular formula: C20H22N2O3S
Method: DFT, the ωB97M-V functional and the def2-TZVPD basis

Last column: Mulliken charge in e.
Cartesian coordinates (Å):
C1 3.15 -2.13 1.65  -1.317
C2 1.77 -1.92 1.12  0.039
C3 1.22 -1.82 -0.16  -0.994
C4 -0.11 -1.72 0.08  0.988
C5 -0.21 -1.83 1.43  -0.153
N1 0.80 -2.01 2.24  0.362
C6 0.87 -2.07 3.76  -1.163
H1 1.85 -2.93 3.75  0.351
H2 0.08 -2.71 3.96  0.658
C7 1.20 -0.81 4.28  0.513
C8 0.45 0.19 3.70  -1.351
H3 0.14 0.83 4.48  0.486
C9 1.88 1.26 3.03  -0.632
H4 1.84 0.71 2.04  0.118
C10 2.96 0.70 3.96  -0.681
H5 2.76 1.38 5.05  0.261
H6 3.86 0.96 3.60  0.520
O1 2.56 -0.57 4.42  -0.473
H7 1.53 2.13 2.89  0.672
H8 -0.32 0.11 3.01  0.494
H9 0.94 -1.04 5.34  0.249
C11 -1.85 -2.16 2.30  -1.372
H10 -1.93 -1.50 3.01  0.552
H11 -2.64 -1.86 1.54  0.327
H12 -1.76 -3.33 2.33  0.335
C12 -1.12 -1.55 -1.00  0.516
O2 -2.21 -1.41 -0.74  -0.499
C13 -0.57 -1.47 -2.39  -1.671
H13 -1.35 -1.21 -2.91  0.767
H14 0.14 -2.05 -2.56  0.763
S1 0.41 0.14 -2.41  -0.212
C14 -0.51 1.14 -3.40  0.493
N2 -1.71 0.71 -4.03  -0.570
C15 -2.06 1.93 -4.65  0.491
C16 -3.19 2.04 -5.49  -0.821
C17 -3.57 3.10 -6.11  -0.792
C18 -2.47 4.27 -5.86  -0.504
C19 -1.74 4.25 -4.78  -0.566
C20 -1.33 2.89 -4.36  0.724
O3 -0.43 2.35 -3.41  -0.321
H15 -0.99 5.16 -4.64  0.251
H16 -2.98 5.25 -5.97  0.293
H17 -4.24 3.42 -6.62  0.800
H18 -3.81 1.27 -5.68  0.507
H19 1.93 -1.79 -0.85  0.680
H20 3.43 -3.12 1.70  0.340
H21 3.87 -1.70 0.82  0.377
H22 3.47 -1.44 2.49  0.162

Summary:
ΔE to the lowest compared entry with this formula, charge and spin = 17.176 eV
LUMO energy = 0.642 eV
Multiplicity = 1
Frontier orbital gap = 8.39 eV
F_max = 15.01 eV/Å


Entry 12:
Molecular formula: C5H9N2
Method: DFT, the ωB97M-V functional and the def2-TZVPD basis

Last column: Mulliken charge in e.
Cartesian coordinates (Å):
C1 -1.04 -1.51 -0.75  -1.376
C2 -1.19 -0.06 -0.39  -0.269
N1 0.10 0.49 0.08  0.085
C3 0.43 1.86 -0.43  -1.096
C4 0.91 -0.01 0.84  0.567
C5 1.77 -0.92 1.83  -0.046
N2 2.11 0.31 1.46  -0.416
H1 -0.15 -1.77 -1.30  0.403
H2 -1.12 -2.11 0.07  0.419
H3 -1.85 -1.76 -1.36  0.411
H4 -1.87 0.11 0.40  0.265
H5 -1.50 0.51 -1.30  0.449
H6 1.03 2.34 0.32  0.432
H7 -0.45 2.46 -0.53  0.450
H8 1.12 1.83 -1.35  0.315
H9 1.70 -1.75 2.42  0.405

Summary:
Charge = +1
ΔE to the lowest compared entry with this formula, charge and spin = 5.397 eV
LUMO energy = -4.941 eV
Structure (SMILES) = CC/[N+](C)=c1\cn1
Multiplicity = 1
Frontier orbital gap = 10.51 eV
F_max = 9.90 eV/Å